Below is a structure of composition C46H51BrN10O5PRbS, with properties calculated with wB97M-V/def2-TZVPD.

Results
* electronic energy: -164492.820 eV
* frontier orbital gap: 6.7 eV
* charge: -2

Each line ends with the Löwdin charge.
Atoms and positions in Å:
1 Rb -0.64812 -1.55098 -0.11469  0.69
2 Br -2.82677 2.63884 -4.23641  0.74
3 S 1.85412 -1.40501 -2.84180  0.84
4 P 2.10769 -0.39934 2.02152  1.12
5 O 1.94863 -5.53566 0.45382  -0.08
6 O 0.47951 -4.02655 -0.23589  -0.19
7 O -0.50550 0.98145 -1.26095  -0.07
8 O -3.44772 -1.26203 -0.68818  -0.15
9 O -5.58161 -2.04319 -1.03177  -0.02
10 N -0.98479 3.24280 -0.64934  0.05
11 N -0.24249 -4.05362 -3.26099  -0.02
12 N -1.51579 -3.39962 2.26360  -0.04
13 N -2.28656 -0.14303 2.52534  0.12
14 N -1.31245 -1.46627 -3.39141  -0.06
15 N 3.21514 -3.03349 0.70128  0.13
16 N -1.96149 3.75830 0.18641  -0.07
17 N -3.57142 1.40243 4.02389  0.02
18 N -2.85498 3.77228 3.95541  0.07
19 N -3.98427 0.66925 -2.69896  0.11
20 C 2.95643 -1.88899 2.80833  -0.30
21 C 3.21495 -3.01230 2.09125  -0.35
22 C -2.29914 5.14198 -0.02475  -0.02
23 C 0.59868 3.83197 -2.35401  0.00
24 C -4.22089 3.01547 1.01148  -0.03
25 C -2.49658 1.62026 -0.17462  0.02
26 C 3.05638 1.14797 0.00588  -0.10
27 C 1.75996 4.55797 -2.70214  -0.09
28 C -5.41386 2.51178 -3.15014  -0.14
29 C 0.90265 -4.88315 0.57693  -0.71
30 C 0.58519 0.51164 4.08528  -0.10
31 C 4.11394 -4.10808 4.10478  -0.11
32 C -1.40768 -4.75436 1.88781  -0.34
33 C 0.04601 -5.27512 1.85983  -0.10
34 C -3.23954 2.67933 3.96424  -0.49
35 C 1.05008 2.39223 5.52564  -0.11
36 C 1.04874 4.37071 -0.04775  -0.01
37 C 2.69538 1.68809 3.92182  -0.08
38 C -1.06158 -3.59652 -4.41024  -0.23
39 C 0.88536 -0.19310 -3.79704  -0.45
40 C -0.46128 -0.71340 -4.33604  -0.26
41 C 2.16682 5.15861 -0.38339  -0.06
42 C -2.89243 2.77198 0.40112  -0.25
43 C -6.45225 1.95445 -2.42806  -0.07
44 C -1.25397 1.81587 -0.83488  -0.41
45 C 1.83639 0.65587 3.49093  -0.39
46 C 0.23192 3.82233 -1.01813  -0.23
47 C -2.86556 0.61639 3.22847  -0.40
48 C 0.16450 1.36708 5.12487  -0.06
49 C 3.68794 -4.18695 2.78330  -0.02
50 C -4.96581 0.08732 -1.90518  -0.11
51 C 4.83094 0.47525 1.45879  -0.11
52 C -6.18956 0.72807 -1.80308  -0.02
53 C 5.68945 1.29552 0.77360  -0.10
54 C 3.38269 -1.83155 4.17736  -0.09
55 C 3.49171 0.38758 1.09655  -0.36
56 C 1.96715 -2.87635 -3.93356  -0.46
57 C 2.51706 5.22747 -1.74669  -0.12
58 C -4.20406 1.79633 -3.23598  -0.77
59 C 1.19174 -4.11086 -3.45405  -0.29
60 C 2.27466 2.55171 4.93645  -0.12
61 C 5.21570 2.14980 -0.23312  -0.09
62 C -4.63114 -1.24911 -1.12279  -0.64
63 C 3.89271 2.00890 -0.68737  -0.07
64 C -2.00753 -2.55888 -4.02967  -0.26
65 C 3.98047 -2.90426 4.81832  -0.13
66 H 0.05064 3.28480 -3.09074  0.08
67 H -1.03299 0.14826 -4.67739  0.07
68 H -2.73023 -2.83468 -3.26792  0.12
69 H 1.50876 0.09259 -4.63729  0.06
70 H -2.63381 -2.25358 -4.91541  0.13
71 H 4.51739 -4.97587 4.60702  0.08
72 H 1.62908 -2.59336 -4.94621  0.07
73 H -2.62190 5.32877 -1.07351  0.10
74 H -2.42453 -2.97428 2.14024  0.05
75 H -0.75426 1.15720 5.64438  0.10
76 H -0.49824 -3.56474 -2.45578  0.04
77 H 2.70503 -2.29840 0.25186  0.03
78 H 3.03508 -4.01436 0.31278  0.09
79 H -2.92320 0.64932 -0.15591  0.07
80 H -1.87878 -0.81584 -2.87224  0.06
81 H 2.98337 -3.22795 -3.97291  0.06
82 H 3.68813 -5.08911 2.12514  0.11
83 H 0.57379 -5.06824 2.80902  0.11
84 H -1.85176 -5.45884 2.66463  0.10
85 H 2.09858 0.89437 -0.34785  0.06
86 H -5.48798 3.42958 -3.71177  0.07
87 H -1.47726 5.82471 0.26139  0.09
88 H 5.20505 -0.16157 2.25555  0.11
89 H -1.81814 -4.98545 0.92198  0.11
90 H -4.19071 3.62950 1.90351  0.04
91 H 3.59070 2.60108 -1.57355  0.10
92 H -0.07631 -6.37677 1.72323  0.11
93 H 3.38642 5.71524 -2.10880  0.08
94 H 5.89282 2.83047 -0.76913  0.10
95 H -7.38334 2.53399 -2.40664  0.11
96 H 3.23508 -0.90885 4.78477  0.10
97 H -0.33844 -1.31819 -5.25317  0.10
98 H -1.62598 -4.48781 -4.84023  0.12
99 H 2.77273 5.58374 0.38309  0.09
100 H -4.99772 3.40308 0.24090  0.11
101 H -4.61069 2.05029 1.38811  0.09
102 H -0.42065 -3.18399 -5.21082  0.09
103 H -1.22052 -3.25449 3.24623  0.09
104 H 0.71809 3.06556 6.33757  0.10
105 H 0.67174 0.60487 -3.07295  0.04
106 H 6.74191 1.36611 1.02551  0.09
107 H 1.72142 -4.41692 -2.55695  0.10
108 H -6.87620 0.37148 -1.10551  0.09
109 H 4.38702 -2.82713 5.78211  0.07
110 H 1.46573 -4.85954 -4.19003  0.10
111 H 2.12960 4.50229 -3.74786  0.11
112 H -3.18483 5.39325 0.58032  0.09
113 H 2.95609 3.33372 5.30154  0.10
114 H 0.62048 4.32456 0.94278  0.12
115 H 3.68871 1.70171 3.50682  0.09
116 H -0.16882 -0.21402 3.77891  0.07